1.
3 unconnected molecules or ions with the total composition C22H45F5N3O13P2S2. Source: the OMol25 dataset; level of theory: the ωB97M-V functional and the def2-TZVPD basis.

Geometry as XYZ:
```
92
Properties=species:S:1:pos:R:3:forces:R:3
H -0.39474 5.82529 -1.43339 0.332 -0.223 0.420
H 5.37163 -3.70693 -1.08583 0.090 -0.158 -0.114
C 1.74972 4.32146 0.51058 0.146 0.080 0.340
C 0.06377 3.53839 2.05669 -0.854 0.560 0.978
H -1.92146 3.55544 2.76742 0.431 -0.449 0.053
C -0.05168 4.84426 -1.06424 -1.104 0.270 -1.227
H 5.78916 -2.56631 -2.36391 0.025 0.009 0.119
O 5.40543 -4.51311 -2.96193 0.983 2.996 -1.106
H 0.46247 4.29552 -3.17207 0.005 0.060 0.487
H -4.25656 -2.29541 6.23066 0.054 -0.016 0.099
O -3.19988 2.59802 -0.51301 0.151 1.548 1.423
H -7.42252 -0.48852 7.90985 -0.059 0.014 -0.020
H -5.30793 1.90570 1.12328 0.040 0.056 0.024
H -3.06895 -1.18686 4.35645 0.036 -0.008 0.000
O 3.69820 -4.97013 -4.45979 0.195 0.773 0.501
H -8.74006 -1.62173 7.54745 -0.007 0.011 -0.054
C -5.49077 1.97715 2.19684 -0.061 0.220 -0.028
C -2.76279 -0.98486 5.38693 -0.048 0.056 -0.174
F 4.22589 2.16093 -0.66386 -0.344 0.365 0.498
N 2.99745 4.70912 1.02685 -0.215 -0.778 -0.289
H 3.42939 -2.52284 -3.13714 -0.020 0.000 0.012
C -4.49645 1.12580 2.96678 -0.308 0.078 -0.262
O 3.02698 1.92389 1.91762 0.889 1.265 -1.787
H -0.80807 4.47431 -0.35445 0.653 0.149 0.101
H -3.52554 -1.18103 7.38347 -0.198 0.105 0.015
P 5.18550 -4.26916 -4.60484 -3.090 -7.228 -1.791
F 2.83916 2.34202 -2.30795 -0.575 0.406 0.428
P -5.80418 -0.35353 4.76568 -1.320 7.759 -0.376
F 1.00199 0.75642 -1.12128 -0.157 0.820 -0.287
H 7.81624 -6.39401 -5.63125 -0.181 -0.018 -0.014
C -8.18843 -0.34459 5.89502 -0.272 -0.208 0.179
S 1.81976 1.77242 1.15311 -0.084 -1.709 4.419
N 1.25489 5.06429 -0.43023 -0.045 -0.842 0.105
C 8.26413 -5.06242 -4.01063 -0.087 0.073 0.089
F 2.51988 -0.32477 -0.13211 0.431 0.363 0.753
H -2.45926 0.06065 5.44162 -0.020 -0.028 0.055
C 2.60606 -4.52257 -5.26183 -0.084 -0.079 -0.369
H 0.41431 4.04345 2.96077 0.619 0.204 -0.889
C -1.19589 3.16374 2.05093 -0.636 -0.833 -0.737
H 3.45396 -5.47369 -7.02640 0.039 0.237 0.051
C 5.12484 -3.39464 -2.10058 -0.186 0.155 0.311
O -4.89481 0.95595 4.32184 0.478 -0.681 0.191
H 3.00422 -3.79747 -1.99824 0.048 0.007 0.016
O 5.01326 -3.63824 -5.95568 1.650 2.778 2.033
H -3.88199 0.91299 -3.11203 0.130 -0.109 0.372
O 1.96246 6.13364 -0.87851 -0.307 0.348 -0.412
O 6.07252 -5.59842 -4.96211 0.073 0.866 0.494
H 7.59430 -4.69083 -6.03281 -0.032 -0.041 -0.025
H -3.60119 -0.06240 -1.61778 -0.037 0.327 -0.313
H -1.54451 3.29374 -3.72417 -0.167 0.067 0.421
O -6.33259 -0.73069 3.41314 1.049 -3.293 1.455
N 0.93915 3.22642 0.93389 1.542 -0.003 -0.122
C 7.46219 -5.43847 -5.24460 0.361 0.029 -0.026
O -7.08313 0.42774 5.42412 0.534 -0.795 0.088
H 2.69764 -3.45629 -5.47571 0.118 -0.052 -0.082
C -3.89081 -1.27380 6.36098 0.433 -0.101 0.115
H 1.81587 -4.83970 -7.24692 -0.015 -0.023 0.027
O 0.96200 0.89736 1.87840 -1.420 -0.053 -1.355
H 2.80389 5.81882 -1.25427 -0.118 -0.009 0.263
C -0.01482 3.87452 -2.27489 -0.198 -0.384 0.190
H -1.90004 -1.61649 5.60472 -0.068 -0.022 0.049
O -1.62818 2.09999 -2.02284 -0.677 0.299 -0.531
H -6.52181 1.68511 2.39269 0.092 -0.240 0.016
H 7.99150 -4.06504 -3.65372 0.087 0.005 -0.017
H 1.69560 -4.64552 -4.67017 0.127 -0.093 0.154
H 0.52292 2.96881 -1.96113 -0.099 0.301 -0.357
C 3.28563 1.52558 -1.35778 0.783 -1.099 -1.089
H 2.09758 -6.32636 -6.32640 -0.035 0.036 0.008
C 3.67302 -2.95267 -2.16112 -0.097 -0.022 -0.170
C -7.84942 -1.13778 7.14494 0.152 -0.027 -0.010
H -8.53857 -1.00958 5.09964 -0.002 0.053 -0.024
H -1.51440 2.40850 1.32462 -0.320 0.666 0.017
F 3.89389 0.52060 -1.98592 -0.235 -0.060 0.143
H -3.52132 1.62061 2.97324 0.003 -0.003 0.208
C 2.48887 -5.33043 -6.54147 -0.049 -0.229 -0.039
H 3.75084 4.07336 0.76715 0.033 0.238 0.022
H -5.40464 3.02511 2.49265 0.037 -0.009 -0.030
H -2.18862 4.11344 -2.22141 0.051 -0.300 -0.337
S 2.95280 5.06469 2.72460 0.549 0.196 0.501
H 8.06912 -5.76081 -3.19633 0.022 -0.024 -0.054
C -3.86772 0.93298 -2.01320 0.680 0.126 -0.097
H 9.33254 -5.06334 -4.23033 -0.029 0.005 -0.046
H -8.99117 0.35856 6.11674 0.115 0.105 -0.104
O -4.99734 -0.35733 6.22984 -0.440 -2.991 -1.459
C -2.87409 1.96586 -1.45405 -1.104 -1.811 -0.900
H 3.69582 4.05111 3.26812 -0.536 0.093 -0.565
C -1.45780 3.39906 -2.63228 1.206 0.212 0.373
H -4.35063 0.15767 2.48439 -0.128 0.006 0.001
H 3.47273 -2.19157 -1.40656 0.106 -0.051 0.024
H -7.10944 -1.91359 6.92945 -0.074 -0.046 0.034
C 2.14217 0.90549 -0.45950 0.185 -0.177 -0.850
H -4.85911 1.19792 -1.62454 0.382 -0.075 -0.133
```
Positions in Å, forces in eV/Å.

The calculation puts the HOMO-LUMO gap at 6.765 eV. Its total energy is -3985.67115 a.u. As for the net charge: +1. As for the highest occupied orbital energy: -11.642 eV.



2.
A gas-phase ion, C5H9O6S (charge -1). Source: the OMol25 dataset; level of theory: the ωB97M-V functional and the def2-TZVPD basis.

Geometry as XYZ:
```
21
Properties=species:S:1:pos:R:3:forces:R:3
H -1.33737 2.44776 2.38829 0.043 0.253 -2.209
H -1.77008 -0.79862 -1.51706 -0.289 0.199 1.860
S -0.25059 0.59483 1.43396 0.884 3.060 -0.572
H -0.25106 0.89516 -0.87405 0.036 2.146 -1.222
O 1.06841 0.99171 1.88463 0.238 -0.080 0.027
C 1.20522 -0.73508 -0.65339 -1.451 0.669 1.782
H 2.35932 0.36040 0.50540 -0.484 -0.231 -0.153
H 1.63794 -2.54003 -0.22383 -0.262 0.913 0.779
C 1.29392 -1.20574 -2.27079 -0.249 0.421 4.555
H -2.14575 1.94127 0.74962 0.991 0.999 0.544
C -0.24673 0.04023 -0.30535 2.661 -2.751 1.904
O 0.74418 -0.38490 -2.96022 -0.660 0.799 -2.174
O 1.89183 -2.26630 -2.33260 0.539 -1.286 -1.100
H -2.19325 -0.43189 0.43237 0.082 -0.185 -2.089
H -0.61914 3.10258 0.72261 -0.398 -0.994 0.431
O -0.99118 -0.22482 2.35585 -0.586 -0.192 -0.315
O 2.22327 0.18690 -0.43931 0.609 0.278 -0.704
C -1.47919 -0.76366 -0.40591 -1.887 1.262 -1.195
C -1.18544 2.29278 1.24017 -0.524 -2.309 1.900
H -1.29241 -1.72400 -0.08680 0.683 -2.438 0.477
O 1.33812 -1.77859 0.35643 0.021 -0.533 -2.524
```
Positions in Å, forces in eV/Å.

For the energy relative to the best compared isomer or geometry (same formula, charge and spin), the calculation gives 0.000 eV. The calculation puts the HOMO-LUMO gap at 7.463 eV. Its total energy is -1045.57094 a.u. As for the net charge: -1. Its structure (SMILES) is C[C@H](C(O)(O)C(=O)[O-])S(C)(=O)=O. As for the highest occupied orbital energy: -4.518 eV.



no.,LUMO (eV)
1,-4.88
2,2.95